No. 1
This record from the OMol25 dataset describes a molecular structure, C19H21Br2InN4OSeSi at a distorted geometry. The level of theory is wB97M-V/def2-TZVPD.

Each line ends with the natural charge from an NBO analysis.
Atoms and positions in Å:
In 1.80 1.68 -0.74  0.8589
Br -1.71 -0.36 4.34  0.2151
C -1.59 0.09 2.51  -0.0132
C -2.00 1.36 2.08  -0.2462
C -1.26 1.88 0.99  0.0504
N -0.44 1.18 0.16  -0.5676
C -0.43 -0.19 0.37  0.1623
C -0.97 -0.73 1.59  -0.2653
C 0.09 -0.92 -0.79  0.1826
C -0.50 -2.15 -1.20  -0.2619
C -0.06 -2.64 -2.41  -0.0236
Br -0.86 -4.19 -3.07  0.1872
C 0.82 -1.97 -3.29  -0.2574
C 1.36 -0.81 -2.83  0.0691
N 1.05 -0.33 -1.55  -0.6160
H -2.73 1.97 2.60  0.2690
H -1.32 2.99 0.84  0.2360
H -0.74 -1.78 1.86  0.2692
H -1.28 -2.61 -0.56  0.2663
H 1.05 -2.39 -4.29  0.2773
H 1.89 -0.15 -3.50  0.2365
C -4.22 2.15 -4.31  -1.0953
Si -3.56 1.37 -2.75  1.3062
C -4.64 1.85 -1.36  -1.1157
C -3.29 -0.46 -2.74  -1.0853
Se -1.49 2.07 -2.53  0.4836
H -5.30 2.00 -4.33  0.2873
H -3.84 1.78 -5.29  0.2785
H -4.02 3.24 -4.28  0.2667
H -5.46 1.16 -1.31  0.2791
H -4.98 2.87 -1.55  0.2719
H -4.12 1.82 -0.35  0.2551
H -4.27 -0.95 -2.77  0.2868
H -2.83 -0.71 -1.83  0.2355
H -2.70 -0.75 -3.64  0.2610
N 6.14 -1.39 4.44  -0.7784
C 5.31 -1.76 3.45  0.6239
O 5.22 -2.91 2.93  -0.5899
C 4.27 -0.77 3.06  -0.0561
C 4.34 0.63 3.28  -0.2142
C 3.35 1.41 2.80  0.0264
N 2.32 0.94 2.05  -0.4853
C 2.28 -0.36 1.83  0.0218
C 3.19 -1.26 2.38  -0.2002
H 6.83 -2.04 4.81  0.4321
H 6.26 -0.40 4.63  0.3984
H 5.18 1.13 3.78  0.2318
H 3.29 2.45 3.11  0.2151
H 1.49 -0.72 1.24  0.1644
H 3.09 -2.33 2.18  0.2663

Summary:
LUMO (spin up / spin down)	-10.4076 / -10.3320	eV
total charge	+2
HOMO (spin up / spin down)	-14.096 / -14.127	eV
Kohn-Sham gap (spin up / spin down)	3.7 / 3.8	eV



No. 2
This record from the OMol25 dataset describes a molecular structure, C19H21BrN2O4S at a distorted geometry. The level of theory is wB97M-V/def2-TZVPD.

Each line ends with the natural charge from an NBO analysis.
Atoms and positions in Å:
C -4.68 4.93 -3.21  -0.6232
C -3.58 4.41 -2.50  0.0117
C -2.74 5.15 -1.85  -0.1665
C -1.59 4.59 -1.01  -0.2178
C -1.28 3.30 -0.98  0.2129
C -2.29 2.36 -1.55  -0.0905
C -3.31 2.90 -2.18  -0.2200
H -3.96 2.25 -3.06  0.2182
Br -2.07 0.42 -1.62  0.0546
O -0.45 2.54 -0.25  -0.4553
C -0.07 2.73 0.87  0.7638
O -0.29 3.75 1.42  -0.6161
C 1.20 2.09 1.42  -0.0900
C 1.53 0.95 0.59  -0.1570
C 2.60 0.10 1.04  -0.3339
C 2.86 0.07 2.61  -0.1234
C 2.36 1.21 3.41  -0.2361
C 1.41 1.99 2.89  -0.1492
H 0.85 2.76 3.28  0.2420
H 2.51 1.06 4.43  0.2216
H 3.65 -0.63 2.78  0.2294
S 3.12 -1.36 0.20  2.4099
O 4.37 -1.69 0.61  -0.9302
O 3.04 -0.86 -1.14  -1.0054
N 2.12 -2.50 0.12  -0.7404
C 2.56 -3.72 0.27  -0.2492
C 1.70 -4.61 0.98  -0.2427
N 0.25 -4.71 0.04  -0.4365
C -0.61 -5.66 0.71  -0.3729
H -1.54 -5.48 0.03  0.1891
H -0.24 -6.67 0.35  0.2074
H -0.81 -5.48 1.55  0.1414
C -0.22 -3.29 0.22  -0.2213
C 0.95 -2.23 -0.29  -0.1895
H 0.54 -1.26 -0.17  0.2491
H 0.84 -2.60 -1.48  0.1663
H -1.01 -3.18 -0.50  0.2032
H -0.54 -3.04 1.49  0.1348
H 1.95 -5.80 0.81  0.2104
H 1.39 -4.68 2.02  0.2052
H 3.47 -3.70 1.01  0.2472
H 2.72 -4.22 -0.53  0.2037
H 1.47 0.90 -0.38  0.2227
H -0.81 5.21 -0.33  0.2672
H -2.64 6.05 -1.84  0.1791
H -4.84 4.48 -4.18  0.2311
H -5.52 5.05 -2.61  0.2358
H -4.37 6.11 -3.48  0.2093

Summary:
LUMO	-0.5615	eV
total charge	0
HOMO	-9.050	eV
Kohn-Sham gap	8.5	eV



No. 3
This record from the OMol25 dataset describes a molecular structure, C19H21CdIN2O3S at a distorted geometry. The level of theory is wB97M-V/def2-TZVPD.

Each line ends with the natural charge from an NBO analysis.
Atoms and positions in Å:
C 0.48 2.87 0.22  -0.7321
C 2.33 0.23 -3.60  -1.2602
H -0.06 3.66 0.74  0.2327
H 1.19 2.37 0.89  0.2601
H -0.23 2.16 -0.21  0.2396
H 1.59 -0.16 -4.30  0.2095
H 2.95 0.98 -4.11  0.1946
H 2.97 -0.60 -3.27  0.2069
C -1.58 2.05 -2.62  0.0381
C -2.98 2.13 -2.71  -0.2612
C -3.71 0.94 -2.67  -0.1506
C -3.02 -0.27 -2.56  -0.2180
H -0.97 2.96 -2.66  0.1994
H -3.45 3.10 -2.81  0.2263
H -4.80 0.94 -2.72  0.2249
H -3.54 -1.22 -2.53  0.2223
N -0.93 0.89 -2.46  -0.5206
C -1.62 -0.28 -2.47  0.2264
C -0.86 -1.54 -2.39  0.1597
N 0.45 -1.45 -2.15  -0.4637
C 1.20 -2.54 -2.04  0.0987
C -0.69 -3.97 -2.44  -0.1689
C 0.68 -3.83 -2.19  -0.2358
H 2.26 -2.39 -1.81  0.2099
H 1.36 -4.67 -2.10  0.2225
C -1.47 -2.81 -2.56  -0.2216
H -2.53 -2.86 -2.78  0.2062
H -1.14 -4.95 -2.55  0.2200
Cd 1.44 1.19 -1.95  1.4811
I 1.66 3.97 -1.26  0.0809
C 0.81 1.06 6.49  -0.6287
C 0.76 0.60 5.06  -0.0133
C 1.83 -0.12 4.51  -0.2202
C 1.79 -0.54 3.18  -0.1668
C 0.68 -0.23 2.40  -0.3687
C -0.40 0.48 2.94  -0.1364
C -0.35 0.90 4.26  -0.2427
S 0.64 -0.77 0.70  2.4124
O 1.70 0.08 0.06  -1.1075
O 1.00 -2.17 0.74  -0.9703
O -0.72 -0.43 0.28  -1.0167
H -0.12 0.81 7.01  0.2188
H 1.64 0.60 7.02  0.2149
H 0.93 2.15 6.55  0.2185
H 2.69 -0.36 5.13  0.2097
H 2.62 -1.10 2.75  0.2342
H -1.27 0.69 2.32  0.2288
H -1.18 1.46 4.69  0.2070

Summary:
LUMO	-0.1890	eV
total charge	0
HOMO	-8.157	eV
Kohn-Sham gap	8.0	eV



No. 4
This record from the OMol25 dataset describes a molecular structure, C19H21ClN2O3 at a distorted geometry. The level of theory is wB97M-V/def2-TZVPD.

Each line ends with the natural charge from an NBO analysis.
Atoms and positions in Å:
C -2.11 3.04 1.46  -0.2795
O -2.16 1.70 1.99  -0.5017
C -1.26 0.76 1.36  0.3071
C -0.40 1.21 0.34  -0.2561
C 0.37 0.40 -0.16  -0.1221
C 0.61 -0.92 0.44  -0.1903
C -0.12 -1.20 1.59  -0.2456
C -1.21 -0.33 1.86  0.1673
O -2.01 -0.50 2.91  -0.4945
C -1.97 -1.75 3.76  -0.0106
C -2.35 -3.05 2.80  0.0078
C -3.37 -2.74 1.76  -0.2356
C -4.04 -3.71 1.29  -0.1401
C -3.42 -5.21 1.54  -0.0036
C -2.64 -5.27 2.51  -0.2641
C -1.92 -4.20 3.33  -0.2195
H -1.35 -4.31 4.21  0.2343
H -2.16 -6.28 2.90  0.2165
Cl -4.17 -6.61 0.64  -0.0324
H -4.48 -3.75 0.46  0.1930
H -3.75 -1.71 1.61  0.2497
H -2.34 -1.62 4.57  0.1557
H -0.82 -2.05 4.02  0.1576
H -0.05 -2.34 1.91  0.2372
H 1.10 -1.82 -0.26  0.2238
C 1.39 0.50 -1.28  -0.0034
N 1.39 1.87 -1.67  -0.2634
N 2.20 1.97 -2.94  -0.3076
C 2.47 3.58 -2.97  -0.2678
H 1.99 3.79 -3.93  0.1948
C 3.81 3.84 -3.01  -0.1252
H 4.10 3.73 -1.98  0.1686
O 4.63 3.21 -3.89  -0.4744
C 4.02 2.18 -4.33  -0.0796
H 4.90 1.55 -4.74  0.1821
C 3.36 1.10 -3.43  -0.2635
H 2.74 0.39 -3.88  0.2357
H 4.18 0.92 -2.37  0.1721
H 3.42 2.27 -5.26  0.1688
H 4.13 4.95 -3.14  0.1927
H 1.81 3.99 -2.08  0.2605
H 2.35 -0.27 -1.62  0.2336
H -0.27 2.27 -0.16  0.2611
H -2.89 3.73 2.06  0.1991
H -1.16 3.67 1.35  0.1868
H -2.56 3.02 0.44  0.1747

Summary:
LUMO	0.2946	eV
total charge	0
HOMO	-7.684	eV
Kohn-Sham gap	8.0	eV